[1]
ORCA calculation (wB97M-V/def2-TZVPD) on a molecular structure, C22H24AsClI2OPPb at a distorted geometry.

Structure (ORCA input):
```
! wB97M-V def2-TZVPD RIJCOSX def2/J DEFGRID3
* xyz 3 1
I -0.19430 -2.83214 -1.82422
I -0.19251 2.85486 -1.78480
Pb 0.14121 0.01125 -1.75282
P 0.13589 0.01406 -4.32585
C -1.48983 -0.00407 -5.03808
C 1.01797 1.44483 -4.89984
H 1.97533 -1.52272 -4.33298
H 1.25170 -1.20947 -5.95296
H 0.44312 -2.32218 -4.78382
C 1.03919 -1.40813 -4.89352
H 1.96409 1.55958 -4.35672
H 1.21100 1.25564 -5.96492
H -1.35430 -0.00499 -6.13234
H -2.06358 0.88605 -4.74162
H 0.42057 2.35555 -4.77109
H -2.04380 -0.90490 -4.73723
C -1.95558 0.01125 -1.75323
O -3.17988 0.00819 -1.71378
Cl 2.47427 0.02729 -1.89884
C -0.69917 3.79579 3.90903
C 0.23933 3.87520 2.88111
C 0.44002 2.78537 2.03212
C -0.30054 1.60589 2.20282
C -1.24449 1.53297 3.23681
C -1.43651 2.62797 4.08065
As 0.00990 0.17835 0.95224
C 1.83697 -0.42312 1.42725
C 2.32868 -1.62941 0.91605
C 3.59522 -2.08133 1.25789
C 4.39435 -1.33375 2.12240
C 3.91308 -0.13238 2.63037
C 2.64303 0.32777 2.28022
C -1.51896 -1.00389 1.37939
C -1.26653 -2.27120 1.89385
C -2.33840 -3.09803 2.22617
C -3.64825 -2.66496 2.04402
C -3.89337 -1.39508 1.52534
C -2.83018 -0.55912 1.18399
H -0.85567 4.65295 4.57090
H 0.82182 4.79071 2.73373
H 1.16610 2.86488 1.21661
H -1.84179 0.62742 3.38990
H -2.18118 2.56809 4.88529
H 1.71178 -2.23622 0.22996
H 3.96405 -3.03179 0.85714
H 5.38742 -1.69286 2.40293
H 4.53004 0.45727 3.31912
H 2.29423 1.27226 2.71266
H -0.23910 -2.61089 2.03330
H -2.13912 -4.09466 2.63760
H -4.48605 -3.31991 2.31096
H -4.92507 -1.04731 1.38492
H -3.03218 0.44309 0.79196
*
```

Relative energy (zero: lowest compared OMol25 entry of this formula, charge and spin) in kcal per mole: 38.1
Orbital gap (alpha / beta) in eV: 4.0 / 3.8
LUMO energy (alpha / beta) in eV: -13.833 / -13.947

These are the Mulliken partial charges, in e, on atoms 1 to 6: atom 1 (I): 0.005, atom 2 (I): 0.058, atom 3 (Pb): 1.438, atom 4 (P): 0.580, atom 5 (C): -1.176, atom 6 (C): -1.214

=====

[2]
ORCA calculation (wB97M-V/def2-TZVPD) on a molecular structure, C22H24AuN3O2Si at a distorted geometry.

Structure (ORCA input):
```
! wB97M-V def2-TZVPD RIJCOSX def2/J DEFGRID3
* xyz -2 1
Au 0.19911 0.15765 0.10575
O 2.39859 -6.62631 -2.33613
C 1.11531 -6.22302 -2.71797
O 0.47064 -7.03362 -3.37950
C 0.67094 -4.92946 -2.31234
C -0.61788 -4.49041 -2.71367
C -1.12472 -3.28141 -2.35752
C -0.40456 -2.35484 -1.53771
C 0.89526 -2.79942 -1.15240
C 1.40402 -4.00876 -1.51444
N -0.85136 -1.15508 -1.15119
C -2.10677 -0.70193 -1.46014
C -2.59470 0.53456 -1.10119
C -3.93992 0.94698 -1.39719
C -4.40883 2.13909 -0.93543
C -3.56508 2.98335 -0.18323
C -2.26616 2.54929 0.01792
N -1.78947 1.40465 -0.41113
H 2.81740 -5.92279 -1.82904
H -1.20607 -5.15766 -3.33197
H -2.11252 -3.01895 -2.70704
H 1.48825 -2.13236 -0.53882
H 2.40463 -4.25996 -1.16469
H -2.80007 -1.36274 -1.96547
H -4.57222 0.28852 -1.98372
H -5.43161 2.45406 -1.14201
H -3.91715 3.92532 0.21934
H -1.55117 3.15301 0.56996
C -2.33626 -1.66103 1.70357
Si -0.56444 -0.98340 2.04327
C 0.32841 -2.56463 2.71854
C -0.80932 0.12707 3.59990
H -2.79528 -2.09908 2.58817
H -2.30424 -2.42010 0.92902
H -2.97870 -0.86266 1.34692
H -0.21951 -2.96743 3.56766
H 1.34312 -2.35860 3.04343
H 0.37088 -3.33382 1.95458
H -1.22181 -0.43193 4.43720
H -1.49018 0.93787 3.36412
H 0.12577 0.57384 3.91663
N 1.21944 1.68100 0.56535
C 1.76527 2.32869 1.54519
C 2.17215 1.78911 2.80595
C 2.64359 2.58357 3.81882
C 2.80316 3.95644 3.65772
C 2.50592 4.50663 2.41170
C 2.02327 3.73228 1.39082
H 2.08821 0.71906 2.95253
H 2.90427 2.12872 4.77404
H 3.14050 4.57526 4.48358
H 2.64264 5.57663 2.25501
H 1.78426 4.16910 0.43037
*
```

Orbital gap in eV: 4.5
LUMO energy in eV: 4.801

These are the natural (NBO) partial charges, in e, on atoms 1 to 6: atom 1 (Au): 0.966, atom 2 (O): -0.721, atom 3 (C): 0.758, atom 4 (O): -0.667, atom 5 (C): -0.361, atom 6 (C): -0.111

=====

[3]
ORCA calculation (wB97M-V/def2-TZVPD) on a molecular structure, C22H24BN10OPdS.

Structure (ORCA input):
```
! wB97M-V def2-TZVPD RIJCOSX def2/J DEFGRID3
* xyz 0 2
Pd 0.94761 -0.38313 -0.35098
C -2.87338 2.27175 -0.62878
C -1.47822 2.21113 -0.49717
N -1.08459 0.98767 -0.17784
N -2.20081 0.24008 -0.08016
C -3.29246 0.99024 -0.35627
B -2.20151 -1.30337 0.09192
N -1.78033 -1.98884 -1.23174
C -2.42477 -2.78944 -2.10950
C -1.55230 -3.09273 -3.13085
C -0.37055 -2.42176 -2.79120
N -0.51440 -1.76259 -1.65420
N -1.21232 -1.78310 1.21295
C -1.44731 -2.77172 2.10136
C -0.27731 -3.05007 2.77233
C 0.65728 -2.17922 2.20614
N 0.08700 -1.42727 1.27445
N -3.61311 -1.66254 0.57569
C -4.12192 -1.25839 1.76664
C -5.46384 -1.54070 1.77593
C -5.69746 -2.11576 0.51290
N -4.58950 -2.17619 -0.20403
H -3.48603 3.12095 -0.87710
H -0.74346 2.99290 -0.61622
H -4.28079 0.56125 -0.34281
H -3.44924 -3.06344 -1.94069
H -1.74571 -3.70865 -3.99165
H 0.57327 -2.38668 -3.31256
H -2.42537 -3.20906 2.19627
H -0.12434 -3.77991 3.54733
H 1.70936 -2.06512 2.41215
H -3.49382 -0.79228 2.50810
H -6.16893 -1.35749 2.56783
H -6.62180 -2.48710 0.09938
C 4.92343 0.31135 2.72150
S 3.87543 -0.10814 1.31630
O 4.79952 -0.17849 0.14752
C 3.02465 1.46606 1.22410
C 1.82122 1.62753 1.89433
C 1.14993 2.83764 1.78815
C 1.67549 3.85484 1.00402
C 2.87293 3.67096 0.32218
C 3.55563 2.46928 0.43029
H 5.52388 1.17803 2.44812
H 5.55960 -0.55079 2.91392
H 4.29902 0.52661 3.58778
H 1.39685 0.81265 2.46922
H 0.20111 2.97014 2.29046
H 1.14155 4.79208 0.91140
H 3.27030 4.46459 -0.29752
H 4.48131 2.28885 -0.10206
N 3.23333 1.29830 -3.53307
C 1.98390 1.72393 -3.92238
C 1.12904 1.26284 -2.97146
N 1.84057 0.56977 -2.02012
C 3.10228 0.60622 -2.38170
H 4.09768 1.45826 -4.01821
H 1.82109 2.29447 -4.81842
H 0.05976 1.36585 -2.89984
H 3.92158 0.16775 -1.83217
*
```

Relative energy (zero: lowest compared OMol25 entry of this formula, charge and spin) in kcal per mole: 0.0
Orbital gap (alpha / beta) in eV: 7.9 / 7.9
LUMO energy (alpha / beta) in eV: 0.545 / 0.535

These are the natural (NBO) partial charges, in e, on atoms 1 to 6: atom 1 (Pd): 0.685, atom 2 (C): -0.354, atom 3 (C): -0.064, atom 4 (N): -0.326, atom 5 (N): -0.358, atom 6 (C): -0.024